Entry 1:
DFT (ωB97M-V/def2-TZVPD) results for 2 unconnected molecules or ions with the total composition C5H10N.

Calculated values
Total charge: +1
Gap between HOMO and LUMO, eV: 7.59
HOMO level, eV: -13.164
Maximum force, eV/A: 0.404
Energy, hartree: -250.92832
Relative energy (zero: lowest compared OMol25 entry of this formula, charge and spin), kJ/mol: 202.1

CARTESIAN COORDINATES (ANGSTROEM)
C  0.6857  -1.5114  2.9983
C  -0.4085  -0.8128  2.7467
H  0.6182  -2.5472  3.3015
H  1.6709  -1.0715  2.9233
H  -1.4009  -1.2356  2.8403
H  -0.3495  0.2258  2.4360
C  0.5160  0.1347  -1.6147
C  1.6711  0.6708  -1.9497
C  -1.7301  0.5686  -0.8967
N  -0.6509  0.9445  -1.4599
H  0.3504  -0.8995  -1.3508
H  1.7790  1.7294  -2.1528
H  2.5545  0.0574  -2.0604
H  -2.5382  1.2761  -0.7708
H  -1.8068  -0.4536  -0.5460
H  -0.5706  1.9214  -1.7444

Forces on the atoms, in the same order (eV/Å):
C -0.11 -0.08 -0.04
C -0.06 0.19 -0.26
H 0.09 -0.03 0.06
H 0.04 -0.02 0.00
H 0.01 -0.06 0.05
H 0.00 0.04 0.12
C -0.15 -0.13 0.24
C 0.11 0.14 -0.27
C 0.02 -0.05 -0.06
N 0.16 0.23 0.29
H 0.05 -0.06 -0.10
H -0.01 0.01 -0.03
H -0.06 -0.02 0.10
H -0.04 -0.03 -0.03
H -0.06 0.01 0.01
H 0.01 -0.12 -0.08

Atom charges from the Löwdin analysis, given in e for atoms 1 to 2: -0.07, -0.10

=====

Entry 2:
DFT (ωB97M-V/def2-TZVPD) results for a gas-phase ion, C5H10N (charge +1) at a distorted geometry.

Calculated values
Total charge: +1
Gap between HOMO and LUMO, eV: 11.15
HOMO level, eV: -14.674
Structure (SMILES): CCC1=C[NH2+]C1
Maximum force, eV/A: 5.029
Energy, hartree: -250.88864
Relative energy (zero: lowest compared OMol25 entry of this formula, charge and spin), kJ/mol: 306.3

CARTESIAN COORDINATES (ANGSTROEM)
C  2.0645  -0.8024  -0.1469
C  1.4738  0.5918  -0.1737
C  -0.1884  0.3744  -0.3972
C  -1.4013  0.2075  -1.1299
N  -2.2145  0.0836  0.0801
C  -1.0328  0.1390  0.9401
H  1.5507  -1.4795  -0.7611
H  2.3017  -1.2671  0.8890
H  2.9911  -0.7436  -0.5909
H  1.9410  1.0697  -0.9972
H  1.4037  1.2552  0.7271
H  -1.7155  0.3149  -2.1626
H  -2.7652  -0.7790  0.1630
H  -2.8151  0.8630  0.3605
H  -0.7883  -0.8836  1.5589
H  -0.8055  1.0561  1.6410

Forces on the atoms, in the same order (eV/Å):
C 0.28 -0.37 3.66
C -4.33 -0.40 -0.20
C -1.45 -0.81 0.77
C 4.55 1.36 1.40
N -1.96 -0.15 0.47
C 4.75 -0.70 1.48
H -1.08 -0.97 -0.55
H -0.89 0.81 -1.61
H 2.32 0.21 -0.92
H -0.09 1.00 -0.66
H 0.81 -0.86 -0.67
H -0.28 -0.15 0.35
H 0.06 0.13 0.03
H -0.35 0.06 -0.65
H -0.83 2.57 -1.70
H -1.52 -1.71 -1.20

Atom charges from the Löwdin analysis, given in e for atoms 1 to 2: -0.10, -0.12